1.
C27H32CsF3N3O2S as an isolated structure in a non-equilibrium geometry. Source: OMol25; level of theory: ωB97M-V/def2-TZVPD.

The value obtained for the total energy is -56618.66107 eV. The charge is -1.

XYZ file:
```
69
C27H32CsF3N3O2S, DFT ωB97M-V/def2-TZVPD
Cs -0.124 0.634 0.084
C -2.179 -2.646 1.306
C -2.115 -2.149 2.756
C -2.074 -3.327 3.734
C -3.260 -1.187 3.030
C -4.534 -1.665 3.303
C -5.601 -0.799 3.508
C -5.387 0.565 3.425
C -4.126 1.090 3.145
C -3.962 2.595 3.003
C -4.158 3.318 4.338
C -4.906 3.167 1.940
C -3.044 0.207 2.964
N -1.763 0.673 2.618
C -1.095 1.349 3.490
C 0.196 1.948 3.346
C 0.851 2.614 4.403
C 2.080 3.027 3.903
C 2.111 2.591 2.553
N 0.988 1.949 2.212
C 3.248 2.855 1.579
C 3.126 2.025 0.297
C 4.590 2.522 2.246
C 3.245 4.344 1.199
H -1.323 -3.282 1.065
H -2.191 -1.814 0.599
H -3.095 -3.226 1.148
H -1.190 -1.587 2.872
H -2.903 -4.021 3.564
H -2.125 -2.986 4.770
H -1.146 -3.890 3.603
H -4.700 -2.736 3.361
H -6.589 -1.187 3.724
H -6.223 1.243 3.575
H -2.946 2.787 2.667
H -5.163 3.136 4.733
H -4.032 4.399 4.218
H -3.438 2.972 5.083
H -5.953 3.074 2.243
H -4.785 2.646 0.988
H -4.700 4.229 1.778
H -1.530 1.493 4.491
H 0.458 2.754 5.403
H 2.852 3.568 4.434
H 3.205 0.955 0.509
H 3.930 2.297 -0.392
H 2.178 2.201 -0.207
H 4.613 1.476 2.559
H 4.761 3.141 3.130
H 5.416 2.693 1.546
H 2.315 4.603 0.687
H 4.084 4.577 0.533
H 3.323 4.971 2.091
F -2.640 -4.302 -5.551
C -1.956 -4.317 -4.387
F -2.108 -5.562 -3.891
F -0.664 -4.170 -4.693
C -2.469 -3.273 -3.443
C -3.829 -3.304 -3.188
C -4.397 -2.379 -2.339
C -3.549 -1.434 -1.783
N -2.240 -1.387 -2.010
C -1.676 -2.299 -2.805
S 0.087 -2.212 -2.970
H -4.438 -4.066 -3.661
H -5.455 -2.382 -2.118
H -3.941 -0.669 -1.118
O 0.517 -1.214 -1.795
O 0.508 0.210 -2.141
```



2.
C27H32F3N4O2S3W as an isolated structure in a non-equilibrium geometry. Source: OMol25; level of theory: ωB97M-V/def2-TZVPD.

The value obtained for the total energy is -81035.33493 eV. The charge is +3.

XYZ file:
```
72
C27H32F3N4O2S3W, DFT ωB97M-V/def2-TZVPD
W -0.217 0.049 0.055
C 0.737 -3.088 0.069
C 0.409 -3.273 1.530
C -0.677 -2.450 2.169
C -1.342 -3.050 3.235
C -2.176 -2.317 4.059
C -2.288 -0.956 3.819
C -1.631 -0.425 2.730
N -0.885 -1.146 1.857
N 1.253 -1.721 -0.266
C 2.538 -1.511 0.488
C 2.401 -0.565 1.629
C 3.368 -0.547 2.624
C 3.281 0.380 3.644
C 2.191 1.240 3.641
C 1.261 1.146 2.631
N 1.356 0.276 1.599
C 1.671 -1.731 -1.699
C 2.039 -0.322 -2.058
C 2.963 -0.027 -3.041
C 3.354 1.294 -3.226
C 2.829 2.263 -2.388
C 1.902 1.895 -1.426
N 1.476 0.628 -1.277
H -0.126 -3.289 -0.557
H 1.512 -3.806 -0.214
H 1.305 -3.122 2.142
H 0.158 -4.325 1.669
H -1.166 -4.098 3.433
H -2.687 -2.787 4.887
H -2.869 -0.305 4.455
H -1.690 0.634 2.531
H 3.292 -1.116 -0.195
H 2.916 -2.475 0.831
H 4.183 -1.257 2.583
H 4.026 0.423 4.426
H 2.045 1.973 4.421
H 0.386 1.763 2.672
H 0.881 -2.160 -2.312
H 2.535 -2.392 -1.820
H 3.395 -0.823 -3.632
H 4.079 1.551 -3.987
H 3.127 3.299 -2.463
H 1.472 2.630 -0.755
C -3.580 -1.316 -0.213
C -3.115 -1.718 -1.588
S -1.312 -1.510 -1.729
C -1.126 -0.731 -3.352
C -1.719 0.650 -3.417
S -1.124 1.638 -2.018
C -2.645 2.405 -1.446
C -3.659 1.441 -0.879
S -2.925 0.277 0.305
H -3.239 -2.020 0.549
H -4.671 -1.306 -0.161
H -3.593 -1.135 -2.374
H -3.347 -2.766 -1.780
H -1.554 -1.390 -4.111
H -0.053 -0.693 -3.539
H -2.808 0.633 -3.407
H -1.417 1.131 -4.348
H -3.082 2.957 -2.282
H -2.348 3.151 -0.717
H -4.170 0.876 -1.657
H -4.424 2.003 -0.341
F -1.287 4.988 2.243
C -1.497 3.718 2.018
F -2.736 3.551 1.514
F -1.451 3.038 3.182
C -0.437 3.097 1.056
O 0.535 3.699 0.694
O -0.751 1.866 0.774
```